<one>
C3H6N2OS | ωB97M-V with the def2-TZVPD basis set

XYZ file:
```
13
C3H6N2OS, DFT ωB97M-V with the def2-TZVPD basis set
N 0.6370 1.1215 1.9230
S -1.2137 0.6270 -0.5523
H 0.5632 3.0896 1.4485
C -0.1428 -0.8595 -0.7555
O 1.0023 -0.8287 -0.3419
H 0.1450 -2.2181 -2.3806
H 0.6714 0.2515 1.4181
C -0.6191 -2.0100 -1.5774
H -1.6369 -1.8943 -2.0217
C 0.1909 2.1354 1.0977
H -0.4836 -2.8802 -0.8233
N -0.6128 2.0764 0.0901
H 1.4990 1.3894 2.4754
```

Output
- HOMO-LUMO gap: 9.520 eV
- SMILES: CC(=O)S/N=C\N
- HOMO: -8.68 eV
- LUMO: 0.031 hartree

Results of the Mulliken charge analysis, in e, for atoms 1 through 4: number 1, N, carries -0.468; number 2, S, carries -0.075; number 3, H, carries 0.321; number 4, C, carries 0.551



<two>
C3H6N2OS | ωB97M-V with the def2-TZVPD basis set

XYZ file:
```
13
C3H6N2OS, DFT ωB97M-V with the def2-TZVPD basis set
H 0.1171 0.8148 1.3421
H 0.9622 1.2351 -0.4309
H 2.3293 -1.4007 -0.6928
H -0.8374 -0.4746 1.6644
S -3.0317 -0.3789 -0.3235
O -1.6065 1.6980 -0.1676
C -0.3696 -0.0702 0.8655
N 0.3912 -1.0822 0.1042
C -1.4848 0.4775 0.1498
C 1.6091 -0.6683 -0.3673
H -2.4390 -1.8436 -0.7062
H 2.4055 0.9781 -1.1284
N 1.9546 0.7150 -0.3093
```

Output
- HOMO-LUMO gap: 9.893 eV
- SMILES: N/C=N\CC(=O)S
- HOMO: -9.46 eV
- LUMO: 0.016 hartree

Results of the Mulliken charge analysis, in e, for atoms 1 through 4: number 1, H, carries 0.447; number 2, H, carries 0.283; number 3, H, carries 0.395; number 4, H, carries 0.408



<one> wins, 0.0658 hartree ahead of the next structure.